{
  "formula": "C5H8N2",
  "method": "ωB97M-V with the def2-TZVPD basis set",
  "de_lowest_kcal_mol": 79.0,
  "smiles": "C/N=C1/[C@@H]2[C@H](C)N12",
  "spin_multiplicity": 1,
  "gap_ev": 10.62,
  "species": ["C", "C", "C", "C", "N", "N", "C", "H", "H", "H", "H", "H", "H", "H", "H"],
  "xyz": [[0.56, -0.29, -1.99], [-0.45, -0.93, -1.08], [-0.09, -1.58, 0.21], [0.29, -0.38, 0.89], [0.78, 0.32, 1.81], [-0.91, -0.27, 0.13], [-0.03, 1.58, 1.89], [1.38, 0.15, -1.42], [0.97, -1.04, -2.68], [0.09, 0.50, -2.59], [-1.32, -1.35, -1.58], [-0.56, -2.44, 0.68], [-0.74, 1.68, 1.05], [-0.66, 1.66, 2.80], [0.68, 2.40, 1.88]],
  "mulliken_charge": [-1.169, 0.267, -0.275, 0.659, -0.558, -0.510, -0.749, 0.298, 0.306, 0.304, 0.330, 0.234, 0.324, 0.258, 0.280]
}